Molecular formula: C16H19InOSSe4
Method: DFT, wB97M-V/def2-TZVPD

The geometry in XYZ format:
```
42
Properties=species:S:1:pos:R:3:forces:R:3:mulliken_charge:R:1
In 0.000000 0.000000 0.000000 1.923 2.391 -1.231 0.234
Se 2.427454 -0.086917 0.774616 3.128 -0.112 1.029 -0.300
Se 3.916173 -1.952481 0.818993 -0.543 0.666 0.002 -0.333
Se 2.486442 -3.692289 -0.062820 -0.666 0.137 0.102 -0.380
Se 0.470619 -2.468147 -0.432299 0.456 -2.785 -0.915 -0.318
C 3.054951 4.563681 -4.825992 0.027 -0.129 0.069 -0.387
C 3.638734 3.309138 -4.645811 -0.475 0.059 0.367 -0.473
C 3.101262 2.413058 -3.717214 0.036 0.744 -0.304 -0.562
C 1.981746 2.765257 -2.940882 -0.334 -0.505 0.152 0.508
C 1.387134 4.026289 -3.153881 0.531 0.133 -0.773 -0.334
C 1.926857 4.918924 -4.085364 0.131 -0.674 0.261 -0.642
C 1.441788 1.748377 -1.990965 -0.766 1.241 0.451 -0.556
C 0.669344 1.905142 -0.885499 0.872 1.574 -0.585 -0.536
C 0.287940 3.176575 -0.189426 0.477 -0.419 -0.978 0.708
C -0.914291 3.243410 0.543826 -0.067 0.660 -0.017 -0.201
C -1.273380 4.409257 1.226917 0.549 -0.018 -0.400 -0.740
C -0.432780 5.521911 1.204425 -0.077 -0.157 -0.025 -0.383
C 0.773091 5.467455 0.505843 -0.121 -0.608 -0.078 -0.740
C 1.135618 4.304576 -0.180177 -0.456 0.373 0.899 -0.370
H 3.469552 5.255289 -5.547971 0.038 0.055 -0.053 0.341
H 4.506665 3.028336 -5.228325 0.055 -0.025 -0.037 0.345
H 3.568865 1.443004 -3.597312 -0.143 -0.039 0.149 0.423
H 0.493151 4.323342 -2.628105 -0.026 -0.203 0.141 0.528
H 1.462961 5.884708 -4.239603 -0.052 0.050 0.003 0.366
H 1.686956 0.723646 -2.256563 0.199 -0.051 -0.086 0.258
H -1.591409 2.401660 0.582670 0.142 -0.024 -0.217 0.421
H -2.205073 4.448173 1.776549 -0.068 -0.020 0.038 0.369
H -0.711119 6.422385 1.736599 -0.021 0.089 0.050 0.339
H 1.433416 6.325108 0.502069 0.067 0.064 -0.012 0.367
H 2.091683 4.287842 -0.683091 -0.024 -0.191 -0.061 0.586
C -3.046315 -2.409132 0.407232 -0.256 -0.060 -0.227 -1.093
S -2.136416 -0.901681 0.822482 -2.852 -0.901 0.819 0.550
C -3.165397 -0.453676 2.241534 -0.068 0.154 0.159 -1.137
O -2.403245 0.099601 -0.262136 -2.202 -0.107 1.335 -0.441
H -4.093336 -2.169778 0.206739 0.010 0.108 0.028 0.355
H -2.975273 -3.117722 1.235650 0.137 0.096 -0.027 0.375
H -2.598271 -2.851242 -0.485797 0.134 0.184 0.188 0.303
H -4.204974 -0.336543 1.926472 0.084 -0.025 -0.095 0.335
H -2.801909 0.492085 2.650239 0.136 -0.122 -0.172 0.264
H -3.090156 -1.230347 3.006038 0.065 -0.006 -0.068 0.397
H -0.169587 1.041478 1.468114 -0.638 -0.727 0.576 -0.250
H -0.850523 -0.140730 -1.589126 0.660 -0.867 -0.454 -0.198
```
Positions in Å, forces in eV/Å.

charge	-2
ΔE to the lowest compared entry with this formula, charge and spin	0.000	eV
highest occupied orbital energy	0.05	eV
E_LUMO	4.1	eV
E_tot	-10890.196922	Ha